# 1
Molecular formula: C26H35N8O2Pd
Method: DFT, the ωB97M-V functional and the def2-TZVPD basis

Atoms and positions in Å:
Pd -0.320 0.400 -0.975
O -1.024 1.386 -2.749
N -1.433 2.629 -2.629
N -1.195 3.050 -1.442
O -0.515 2.277 -0.556
C -1.344 4.392 -1.122
C -1.812 5.339 -2.002
C -1.502 6.683 -1.797
C -0.972 7.088 -0.551
C -0.767 6.096 0.432
C -0.875 4.796 0.110
H -2.344 4.986 -2.885
H -1.637 7.371 -2.609
H -0.788 8.157 -0.364
H -0.705 6.349 1.478
H -0.615 4.098 0.860
C 2.427 2.538 0.208
N 2.728 1.198 0.639
C 3.867 0.587 -0.051
C 1.842 0.404 1.257
N 0.569 0.384 0.985
C -0.424 -0.099 1.924
C -0.920 0.741 2.934
C -1.965 0.383 3.812
C -2.513 -0.857 3.690
C -2.114 -1.714 2.643
C -2.696 -2.985 2.590
C -2.079 -3.981 1.798
C -1.138 -3.611 0.822
C -0.933 -2.251 0.523
N -0.419 -1.689 -0.680
C -0.523 -2.522 -1.865
N 0.399 -3.506 -2.074
C 1.505 -3.815 -1.170
C 0.109 -4.558 -3.053
N -1.284 -2.093 -2.885
C -2.630 -1.618 -2.742
C -0.730 -1.831 -4.244
C -1.151 -1.306 1.694
N 2.356 -0.273 2.361
C 1.753 -1.418 2.936
C 3.526 0.335 3.089
H 1.666 2.483 -0.594
H 3.364 3.019 -0.186
H 2.019 3.139 1.017
H 3.661 0.373 -1.094
H 4.205 -0.414 0.385
H 4.728 1.289 0.045
H -0.534 1.755 2.919
H -2.274 0.989 4.653
H -3.145 -1.308 4.460
H -3.396 -3.277 3.386
H -2.365 -4.999 1.944
H -0.711 -4.476 0.277
H 1.216 -4.418 -0.308
H 1.951 -2.925 -0.746
H 2.290 -4.322 -1.731
H -0.877 -4.387 -3.564
H 0.070 -5.543 -2.533
H 0.882 -4.616 -3.782
H -3.230 -1.912 -3.601
H -2.684 -0.546 -2.803
H -3.017 -1.978 -1.783
H 0.118 -2.473 -4.348
H -0.447 -0.731 -4.375
H -1.495 -2.066 -4.966
H 1.292 -2.120 2.195
H 1.039 -1.216 3.690
H 2.604 -2.048 3.309
H 4.468 -0.222 2.748
H 3.341 0.037 4.159
H 3.542 1.373 2.885

As for the total charge: -1. As for the spin multiplicity: 1. The value obtained for the gap between HOMO and LUMO (spin up / spin down) is 3.05 / 3.15 eV.

# 2
Molecular formula: C16H18N4O3S
Method: DFT, the ωB97M-V functional and the def2-TZVPD basis

Atoms and positions in Å:
C -1.891 1.462 -2.076
C -1.470 1.840 -0.683
O -1.979 2.865 -0.196
C -0.427 1.042 0.130
C 0.673 1.929 0.808
C 1.524 2.652 -0.269
C 1.374 4.012 -0.430
C 2.121 4.656 -1.436
C 2.989 3.905 -2.225
N 3.121 2.559 -2.052
C 2.380 1.933 -1.124
C 1.568 1.115 1.723
C 2.911 1.526 2.063
N 3.998 1.918 2.231
C 1.093 -0.057 2.286
S 2.069 -1.132 3.329
C 2.239 -2.549 2.152
C 1.099 -3.547 2.342
N 1.282 -4.684 3.084
O -0.039 -3.368 1.913
N -0.202 -0.490 2.085
C -1.129 0.196 1.207
C -2.009 -0.867 0.585
O -1.908 1.000 2.053
H -2.406 0.519 -2.118
H -1.010 1.368 -2.757
H -2.543 2.207 -2.480
H 0.103 0.352 -0.519
H 0.164 2.670 1.450
H 0.724 4.559 0.226
H 2.065 5.748 -1.573
H 3.644 4.397 -2.938
H 2.469 0.861 -1.016
H 3.185 -3.071 2.332
H 2.233 -2.191 1.109
H 2.122 -4.746 3.614
H 0.413 -5.114 3.375
H -0.377 -1.499 2.205
H -2.890 -0.436 0.195
H -2.276 -1.643 1.325
H -1.464 -1.276 -0.290
H -1.322 1.607 2.587

As for the spin multiplicity: 1. The value obtained for the gap between HOMO and LUMO is 8.66 eV.

Number 1: molar mass 598.04 g/mol. Number 2: molar mass 346.41 g/mol.